A cluster of 12 separate species, C12H12Cl36 in total. Source: the OMol25 dataset; level of theory: ωB97M-V with the def2-TZVPD basis set.

Structure (XYZ):
```
60
Properties=species:S:1:pos:R:3:forces:R:3
Cl -1.2164 0.9184 -4.5998 0.2 -0.8 -0.3
Cl -3.5077 -0.4155 -1.8329 0.2 0.1 -0.2
Cl 0.0099 -0.4537 -0.8733 0.3 0.1 0.4
Cl 3.7557 -2.7149 3.8716 -0.4 -0.4 -0.3
Cl -1.1751 -4.6855 1.9217 -0.1 0.0 0.3
Cl 3.0432 -2.3563 -0.8523 0.9 0.1 -0.8
Cl 1.9374 5.3513 -4.4342 0.0 -0.2 0.2
Cl -1.7054 4.8937 4.7345 0.8 0.0 1.1
Cl 4.0516 2.8016 -0.1637 0.1 0.4 -0.1
Cl -1.2646 4.7495 1.9385 -0.6 -0.4 0.0
Cl -4.6204 1.7125 -3.4696 0.1 0.1 0.3
Cl -3.9739 4.8342 3.1712 -0.5 -0.2 -0.8
Cl 1.3384 -4.3186 4.4458 0.8 0.0 -0.1
Cl -3.1017 -1.6141 2.6218 0.2 0.0 0.0
Cl -0.9487 0.2422 -7.4020 -0.3 -0.1 -0.4
Cl -4.0756 2.0836 -0.6026 -0.9 0.7 1.0
Cl -5.6552 -1.3395 1.2853 0.3 0.5 1.1
Cl 2.2285 4.1021 1.6955 -0.1 0.3 -0.1
Cl 1.2765 1.2700 -5.9068 0.7 0.2 -0.1
Cl 3.9341 1.9998 2.5378 0.3 -0.9 0.8
Cl 4.3116 -2.9878 -3.5224 -0.3 1.0 1.0
Cl 0.1551 -4.0568 -5.9141 -0.1 -0.4 0.7
Cl 0.9976 3.5428 -2.2529 -0.2 0.3 -0.6
Cl 0.8494 -0.9510 1.8889 0.2 -0.9 0.2
Cl 0.9460 1.6538 4.0296 -0.2 0.0 0.8
Cl -1.5137 1.1010 5.5570 1.0 -0.1 0.1
Cl -0.2078 -3.0471 -3.2226 -0.1 0.3 -0.1
Cl -1.0424 1.1229 1.2473 -0.2 0.2 0.2
Cl -0.2290 -5.2819 -0.7283 0.2 -0.6 -0.1
Cl 2.8448 -4.8811 2.0364 0.2 0.3 0.2
Cl 2.4857 5.8620 -1.5888 -0.5 0.3 -0.7
Cl -2.0361 -5.0723 -4.2416 0.9 0.0 0.1
Cl 2.6342 -0.5947 -3.0718 0.3 0.1 -0.4
Cl -2.5663 -3.5574 -0.3951 0.9 -0.3 0.4
Cl 0.4807 -0.9993 5.1018 0.0 0.5 0.6
Cl -4.4815 0.9294 2.8484 -0.4 -0.6 0.1
C -2.3358 4.2181 3.2680 0.3 0.3 0.0
C 3.8209 -1.6685 -2.3527 -0.7 -0.8 0.2
C -3.5953 1.3396 -2.0661 0.6 -0.4 -0.7
C 1.3080 5.2206 -2.7972 0.4 -0.3 0.8
C 0.2596 0.7427 5.4085 -0.6 -0.1 -0.9
C -4.6843 -0.8442 2.7441 0.4 -0.4 -0.8
C -0.9660 -4.0868 0.3029 -0.7 0.8 -0.6
C 2.9754 -4.3176 3.7113 -0.1 0.1 0.1
C 3.8148 3.3683 1.4961 0.0 0.1 -0.2
C 0.3911 0.2429 0.7434 -0.3 0.5 -1.1
C -0.1290 0.2356 -5.8688 -0.2 0.5 0.5
C -0.3458 -4.4948 -4.2344 -0.2 0.9 -0.3
H 0.7928 1.0404 6.3114 -0.3 -0.1 -0.2
H -2.3557 3.1314 3.3510 0.1 0.2 -0.3
H -5.0853 -1.2780 3.6602 -0.5 0.6 -0.3
H 1.2208 0.9409 0.6314 -0.2 -0.1 -0.1
H 3.6376 -5.0045 4.2383 -0.4 0.0 0.0
H 0.3720 5.7789 -2.7814 0.3 -0.1 0.3
H 4.6850 -1.0741 -2.0560 -0.1 -0.4 -0.1
H 4.5853 4.0734 1.8080 -0.2 0.0 -0.5
H 0.3745 -5.1775 -3.7836 -0.5 -0.4 -0.5
H -0.3028 -3.2218 0.3116 -0.3 0.0 0.1
H -2.6091 1.7713 -2.2372 0.0 -0.6 -0.4
H 0.2124 -0.7797 -5.6671 -0.4 0.2 0.4
```
Positions in Å, forces in eV/Å.

Results
- ΔE to the lowest compared entry with this formula, charge and spin (kcal/mol) = 0.0
- net charge = 0
- energy (Ha) = -17031.2909
- frontier orbital gap (eV) = 10.8902